Density functional theory data (ωB97M-V/def2-TZVPD) for a structure of composition C70H166BN10O30Pb in a non-equilibrium geometry.

Last column: Löwdin charge in e.
Cartesian coordinates (Å):
Pb1 -16.65956 21.17206 21.09771  1.730
O1 -8.29051 24.16028 22.20275  0.131
C1 -9.10259 23.27244 21.97484  -0.336
O2 -10.00124 23.17888 21.01979  0.231
B1 -10.86866 22.02805 21.21875  -0.962
O3 -10.28938 21.25484 22.31422  0.214
C2 -9.31676 22.01897 22.85100  -0.335
O4 -8.81924 21.83053 23.94455  0.126
O5 -10.90001 21.15879 20.02596  0.204
C3 -12.12646 21.03528 19.59613  -0.299
O6 -12.48706 20.46576 18.51379  0.071
C4 -13.04209 21.91260 20.54128  -0.250
O7 -12.26444 22.38845 21.50731  0.244
O8 -14.30534 22.03292 20.46400  -0.037
C5 -4.59145 18.78999 23.60808  -0.018
C6 -5.79964 18.42897 22.69302  -0.484
C7 -7.06185 19.06862 23.14986  -0.047
O9 -5.59258 18.89563 21.40129  -0.052
H1 -3.60430 18.57692 23.19796  0.079
H2 -4.61833 18.41147 24.62989  0.080
H3 -4.61913 19.87088 23.74599  0.052
H4 -5.98386 17.36330 22.55697  0.139
H5 -7.81890 19.08909 22.36592  0.065
H6 -6.90668 20.10251 23.45821  0.075
H7 -7.49880 18.53992 23.99701  0.075
H8 -5.16655 18.18573 20.91536  0.109
C8 -7.98034 20.78400 18.99492  -0.028
C9 -6.54473 20.53649 18.39345  -0.462
C10 -6.35890 21.28948 17.08424  -0.045
O10 -5.58519 20.93492 19.34793  -0.050
H9 -8.17196 20.20040 19.89536  0.059
H10 -8.78974 20.63440 18.28035  0.074
H11 -8.08904 21.77559 19.43425  0.064
H12 -6.40587 19.48825 18.12886  0.128
H13 -6.98273 20.94296 16.26032  0.084
H14 -5.30309 21.17693 16.83783  0.078
H15 -6.49014 22.35688 17.26181  0.069
H16 -5.81588 20.42119 20.12541  0.044
C11 -6.32739 27.41808 22.04808  -0.116
O11 -6.64586 28.23984 23.13608  -0.180
C12 -6.95062 27.52830 24.31245  -0.201
C13 -7.02297 28.53101 25.49024  -0.155
N1 -7.25351 27.82940 26.75948  -0.079
C14 -7.09231 28.70259 27.84307  -0.233
C15 -7.51219 27.97703 29.13913  -0.167
O12 -7.11301 28.66275 30.34893  -0.189
C16 -7.62084 28.18647 31.56934  -0.131
H17 -6.18797 27.99703 21.13512  0.098
H18 -7.02420 26.59268 21.90223  0.061
H19 -5.42820 26.83771 22.25478  0.071
H20 -6.13821 26.83249 24.52205  0.115
H21 -7.86763 26.95554 24.17417  0.106
H22 -7.78442 29.27846 25.26751  0.121
H23 -6.10786 29.12227 25.52264  0.118
H24 -6.64196 27.04266 26.92429  0.071
H25 -7.65798 29.62180 27.69084  0.125
H26 -6.05884 29.04700 27.88068  0.121
H27 -7.02910 27.00126 29.19015  0.111
H28 -8.59863 27.90403 29.08993  0.117
H29 -7.46693 28.89967 32.37912  0.085
H30 -7.15498 27.27494 31.94376  0.079
H31 -8.69131 27.98590 31.52495  0.081
C17 -8.08286 19.11907 29.50128  -0.110
O13 -8.52188 18.74370 28.21510  -0.200
C18 -9.40304 19.65508 27.57115  -0.188
C19 -9.85729 19.04964 26.19549  -0.162
N2 -10.93165 18.04216 26.32346  -0.059
C20 -11.42124 17.57716 25.03025  -0.171
C21 -12.55910 16.57266 25.15323  -0.233
O14 -12.91882 16.23960 23.86495  -0.188
C22 -13.93521 15.30768 23.73907  -0.108
H32 -8.86657 19.14190 30.25850  0.081
H33 -7.63471 20.11169 29.45717  0.085
H34 -7.34926 18.36169 29.77750  0.092
H35 -8.87197 20.53535 27.20896  0.110
H36 -10.22018 19.91090 28.24564  0.106
H37 -8.99991 18.65704 25.64880  0.097
H38 -10.18151 19.83008 25.50710  0.094
H39 -10.84574 17.44733 27.13519  0.089
H40 -10.56571 17.08590 24.56672  0.121
H41 -11.76304 18.36846 24.36308  0.098
H42 -13.39491 17.07795 25.63716  0.112
H43 -12.23787 15.75277 25.79564  0.130
H44 -14.82506 15.75164 24.18537  0.078
H45 -13.77767 14.35566 24.24595  0.102
H46 -14.30124 15.25799 22.71357  0.065
C23 -13.95519 25.56773 22.67113  -0.062
O15 -14.80079 25.18840 21.56139  -0.254
C24 -14.35952 25.85661 20.33815  -0.131
C25 -13.06685 25.30267 19.61016  -0.173
N3 -12.64558 26.04936 18.39439  -0.031
C26 -12.21533 27.44352 18.63414  -0.182
C27 -10.99954 27.70042 19.56182  -0.166
O16 -11.20399 27.37279 20.98698  -0.202
C28 -9.96771 27.18090 21.69153  -0.094
H47 -14.34367 26.56903 22.85712  0.092
H48 -12.87844 25.68035 22.54453  0.096
H49 -14.25385 25.10037 23.60947  0.080
H50 -14.25295 26.91212 20.58843  0.114
H51 -15.14736 25.65563 19.61219  0.106
H52 -13.38951 24.32608 19.24925  0.078
H53 -12.19535 25.12087 20.23907  0.103
H54 -12.02889 25.43636 17.88056  0.052
H55 -13.01821 28.01722 19.09711  0.099
H56 -12.20105 27.98623 17.68896  0.117
H57 -10.73829 28.75629 19.49115  0.118
H58 -10.16992 27.17665 19.08695  0.095
H59 -9.42003 26.31656 21.31595  0.061
H60 -10.16571 26.96079 22.74055  0.078
H61 -9.26002 28.00990 21.68469  0.086
C29 -17.15058 19.08660 23.94669  -0.051
O17 -16.67133 20.38559 23.47403  -0.367
C30 -16.51795 21.34189 24.50129  -0.198
C31 -15.73942 22.60343 24.05960  -0.133
N4 -16.19704 23.12342 22.69506  -0.104
C32 -17.43322 23.95880 22.84243  -0.160
C33 -18.03899 24.33750 21.50563  -0.204
O18 -18.07595 23.20413 20.64816  -0.359
C34 -18.90050 23.47176 19.50972  -0.072
H62 -16.62614 18.60801 24.77374  0.095
H63 -17.02818 18.36018 23.14331  0.082
H64 -18.20240 18.99078 24.21612  0.097
H65 -15.96896 21.04749 25.39573  0.124
H66 -17.51437 21.66555 24.80215  0.123
H67 -14.68971 22.31719 23.99408  0.080
H68 -15.78610 23.43351 24.76450  0.132
H69 -15.50914 23.77639 22.34790  0.047
H70 -17.27937 24.89286 23.38278  0.135
H71 -18.20010 23.39613 23.37477  0.121
H72 -17.45638 25.15529 21.08150  0.124
H73 -19.02922 24.77327 21.63842  0.136
H74 -18.53657 24.37644 19.02268  0.104
H75 -19.97580 23.58401 19.64833  0.102
H76 -18.79880 22.56576 18.91229  0.088
C35 -4.30115 25.69803 27.85944  -0.109
O19 -5.44929 25.42386 27.10261  -0.243
C36 -6.13301 24.23680 27.60629  -0.181
C37 -7.31236 23.99304 26.71292  -0.192
N5 -8.38250 24.87986 27.14924  -0.053
C38 -9.33505 24.91101 26.12570  -0.242
C39 -10.46497 25.86971 26.51191  -0.204
O20 -11.21691 26.21373 25.36464  -0.211
C40 -12.13060 27.24873 25.63452  -0.110
H77 -3.61460 24.85938 27.74358  0.086
H78 -4.53838 25.86190 28.91061  0.088
H79 -3.85175 26.59956 27.44306  0.097
H80 -6.40901 24.43840 28.64132  0.122
H81 -5.48108 23.36514 27.54869  0.116
H82 -7.70476 22.97764 26.76855  0.117
H83 -7.07380 24.25088 25.68108  0.118
H84 -8.04287 25.82833 27.07734  0.059
H85 -9.70184 23.90534 25.92026  0.104
H86 -8.83735 25.28533 25.23112  0.105
H87 -10.04412 26.73603 27.02227  0.110
H88 -11.09774 25.33848 27.22290  0.120
H89 -11.68335 28.02120 26.26011  0.090
H90 -13.04342 26.86843 26.09305  0.084
H91 -12.40570 27.67500 24.66978  0.082
C41 -3.90328 22.53836 24.53623  -0.115
O21 -3.85478 22.96206 23.20734  -0.169
C42 -4.85776 23.86095 22.80765  -0.221
C43 -4.82565 24.09905 21.29689  -0.209
N6 -3.61463 24.80689 20.91840  -0.044
C44 -3.51763 24.96209 19.49296  -0.197
C45 -3.13779 23.68666 18.66609  -0.177
O22 -1.68888 23.52653 18.63776  -0.187
C46 -1.29793 22.71512 17.51514  -0.120
H92 -3.03438 21.93394 24.79658  0.096
H93 -4.85252 22.01985 24.67098  0.073
H94 -3.96508 23.35985 25.24998  0.074
H95 -4.85063 24.84037 23.28594  0.109
H96 -5.82648 23.44435 23.08355  0.104
H97 -5.80729 24.52554 21.09050  0.101
H98 -4.90615 23.14219 20.78110  0.101
H99 -2.83960 24.20167 21.14893  0.112
H100 -2.73535 25.70045 19.31696  0.118
H101 -4.46787 25.36637 19.14408  0.087
H102 -3.54665 23.91119 17.68094  0.107
H103 -3.54924 22.75734 19.06005  0.105
H104 -0.21278 22.67538 17.42033  0.079
H105 -1.52649 23.06529 16.50854  0.079
H106 -1.63659 21.68480 17.62396  0.082
C47 -15.95184 22.97273 18.22947  -0.109
O23 -16.42937 21.73729 18.66246  -0.366
C48 -16.14187 20.67164 17.73503  -0.146
C49 -16.85355 19.43689 18.32180  -0.182
N7 -16.37655 19.01695 19.63210  -0.155
C50 -15.02022 18.52865 19.66035  -0.195
C51 -14.43592 18.25934 21.01213  -0.148
O24 -14.56272 19.53168 21.73107  -0.294
C52 -13.86234 19.46921 22.98791  -0.049
H107 -15.82129 23.64381 19.07841  0.075
H108 -16.57460 23.46705 17.48387  0.109
H109 -14.96027 22.91057 17.78110  0.093
H110 -15.08787 20.43783 17.58494  0.120
H111 -16.51936 21.03372 16.77873  0.140
H112 -16.96182 18.65328 17.57192  0.129
H113 -17.88753 19.77657 18.38195  0.116
H114 -16.99477 18.37719 20.11023  0.123
H115 -14.38984 19.34200 19.30093  0.097
H116 -14.99435 17.62452 19.05209  0.129
H117 -13.36354 18.09343 20.90935  0.115
H118 -14.88269 17.43176 21.56315  0.123
H119 -13.91880 20.43548 23.48916  0.083
H120 -12.79735 19.25703 22.89367  0.089
H121 -14.29239 18.70328 23.63327  0.088
C53 -10.19769 17.94125 20.94564  -0.086
O25 -11.06633 16.86362 20.62628  -0.204
C54 -11.43564 16.78268 19.23533  -0.179
C55 -12.18836 15.43510 18.93633  -0.138
N8 -13.42559 15.47100 19.76959  -0.053
C56 -14.00685 14.16637 19.97582  -0.235
C57 -14.48158 13.59246 18.65333  -0.207
O26 -13.46555 12.78514 18.04168  -0.201
C58 -13.09321 11.51725 18.60622  -0.092
H122 -10.57978 18.94501 20.75969  0.071
H123 -9.25950 17.79363 20.41076  0.089
H124 -9.87376 17.91959 21.98617  0.079
H125 -10.50194 16.90272 18.68589  0.117
H126 -12.00384 17.64440 18.88507  0.102
H127 -11.54498 14.59765 19.20617  0.120
H128 -12.46481 15.34717 17.88564  0.117
H129 -13.06045 15.77508 20.66084  0.070
H130 -14.91670 14.16688 20.57605  0.104
H131 -13.38753 13.47266 20.54444  0.116
H132 -14.84387 14.36317 17.97301  0.123
H133 -15.40777 13.05215 18.84911  0.111
H134 -12.49315 11.56184 19.51508  0.073
H135 -12.35653 11.07823 17.93341  0.087
H136 -13.93048 10.83497 18.75307  0.088
C59 -6.82071 25.87643 17.45542  -0.060
O27 -7.97651 25.14809 16.87758  -0.184
C60 -8.72428 24.57589 17.98416  -0.186
C61 -9.82530 23.56568 17.52139  -0.152
N9 -10.88268 24.14368 16.66225  -0.070
C62 -12.06363 23.36413 16.31254  -0.190
C63 -11.71983 22.06699 15.54793  -0.245
O28 -11.15543 22.37622 14.30726  -0.180
C64 -11.17608 21.33775 13.29032  -0.072
H137 -6.52640 26.60960 16.70446  0.088
H138 -5.96674 25.21956 17.62086  0.059
H139 -7.09025 26.39822 18.37367  0.079
H140 -9.15140 25.36765 18.59962  0.093
H141 -8.06894 23.98381 18.62296  0.101
H142 -10.36059 23.15955 18.37966  0.099
H143 -9.37868 22.66772 17.09440  0.099
H144 -10.51099 24.52680 15.80483  0.115
H145 -12.74413 23.96997 15.71421  0.123
H146 -12.54852 23.14711 17.26432  0.085
H147 -12.60592 21.44095 15.44295  0.111
H148 -11.07726 21.47836 16.20271  0.104
H149 -10.69699 21.71360 12.38626  0.084
H150 -12.16522 20.97047 13.01682  0.083
H151 -10.50190 20.53608 13.59186  0.083
C65 -12.23473 22.90299 25.01693  -0.049
O29 -13.17865 22.03046 25.66787  -0.221
C66 -12.69522 21.50299 26.88042  -0.200
C67 -13.57623 20.39931 27.47272  -0.183
N10 -12.78433 19.48252 28.30882  -0.045
C68 -13.61466 18.36308 28.76130  -0.211
C69 -12.77405 17.42543 29.62992  -0.173
O30 -12.18729 16.58740 28.62088  -0.227
C70 -11.07505 15.91843 29.11661  -0.128
H152 -12.26551 23.91177 25.42865  0.080
H153 -12.52033 23.06309 23.97726  0.073
H154 -11.23389 22.48176 25.11163  0.075
H155 -12.61667 22.33924 27.57512  0.129
H156 -11.67452 21.18565 26.66691  0.099
H157 -14.03779 19.85820 26.64673  0.099
H158 -14.37232 20.89477 28.02848  0.119
H159 -12.11072 18.99965 27.73159  0.048
H160 -14.07383 17.83563 27.92519  0.104
H161 -14.49404 18.73033 29.29037  0.114
H162 -13.44276 16.79164 30.21237  0.121
H163 -12.08269 17.91943 30.31260  0.128
H164 -11.29737 15.34552 30.01685  0.089
H165 -10.29892 16.60030 29.46414  0.084
H166 -10.73159 15.21829 28.35507  0.097

## Properties
- Kohn-Sham gap (eV) = 6.426
- charge = +1
- E_HOMO (eV) = -9.41